(1)
This record from OMol25 describes a structure of composition C4H6NO6. The level of theory is ωB97M-V/def2-TZVPD.

Calculated values
2S+1: 2
highest occupied orbital energy (alpha / beta): -9.262 / -9.689 eV
frontier orbital gap (alpha / beta): 6.4 / 6.9 eV

Element x y z (Å)
H -1.79 1.27 1.93
O -0.93 0.90 2.42
O -1.78 0.00 -0.02
C -1.00 -1.14 0.28
C -0.86 -1.81 -1.18
C 0.50 -0.27 0.75
O 1.28 0.34 -0.10
N 3.15 0.23 0.48
O 3.47 0.14 1.64
O 3.68 0.34 -0.60
C -1.50 3.38 -1.51
O -2.48 2.90 -1.98
H -0.18 -1.17 -1.84
H -0.74 -2.89 -1.46
H -1.83 -1.49 -1.60
H -0.05 0.39 1.61
H 1.06 -1.12 1.20

---

(2)
This record from OMol25 describes a structure of composition C11H18BrO5S. The level of theory is ωB97M-V/def2-TZVPD.

Calculated values
total charge: -1
2S+1: 1
highest occupied orbital energy: -2.736 eV
frontier orbital gap: 5.0 eV

Element x y z (Å)
C 5.86 1.41 -0.63
C 5.24 0.91 0.44
O 4.99 -0.45 0.63
S 3.71 -1.04 -0.27
O 3.21 -0.04 -1.20
O 2.51 -1.18 0.88
C 1.43 -1.94 0.29
C 0.02 -1.33 0.56
C -0.04 -0.33 1.75
C -1.39 0.43 1.81
C -1.59 1.42 0.61
C -3.11 1.73 0.37
O -3.60 1.28 -0.88
C -3.54 -0.11 -0.97
O -4.11 -0.83 -0.19
C -2.77 -0.79 -2.07
C -1.78 -0.19 -2.77
H 5.50 2.39 -0.98
H 6.64 0.90 -1.20
H 4.95 1.59 1.25
H 1.48 -2.98 0.66
H 1.53 -2.01 -0.82
H -0.65 -2.18 0.84
H -0.40 -0.93 -0.38
H 0.79 0.40 1.70
H 0.06 -0.94 2.68
H -1.41 1.06 2.73
H -2.26 -0.26 1.90
H -1.04 2.37 0.79
H -1.20 0.96 -0.31
H -3.27 2.83 0.48
H -3.69 1.27 1.20
H -3.03 -1.83 -2.30
H -1.20 0.66 -2.39
H -1.54 -0.57 -3.77
Br -6.28 -1.68 -0.44

---

(3)
This record from OMol25 describes an isolated molecule of C2H3BrO2. The level of theory is ωB97M-V/def2-TZVPD.

Calculated values
2S+1: 1
highest occupied orbital energy: -10.487 eV
frontier orbital gap: 11.2 eV

Element x y z (Å)
O -0.70 -1.68 0.04
C 0.37 -1.28 -0.26
O 0.81 -0.08 -0.38
C -0.30 1.05 0.14
Br 0.25 1.79 1.73
H 1.25 -1.95 -0.70
H -0.42 1.66 -0.67
H -1.27 0.49 0.09

---

(4)
This record from OMol25 describes a structure of composition C23H20N3O3PdSSe. The level of theory is ωB97M-V/def2-TZVPD.

Calculated values
total charge: -1
2S+1: 1
highest occupied orbital energy: -4.904 eV
frontier orbital gap: 7.5 eV

Element x y z (Å)
Pd -1.51 -0.02 -1.36
O -3.31 -0.35 -0.61
C -3.93 0.55 0.10
C -5.34 0.47 0.18
C -6.06 1.35 0.95
C -5.43 2.36 1.69
C -4.06 2.45 1.63
C -3.29 1.58 0.85
C -1.86 1.80 0.86
N -1.02 1.17 0.12
N 0.32 1.54 0.17
C 0.94 1.05 -0.87
O 0.43 0.30 -1.78
C 2.40 1.34 -1.01
C 3.02 1.11 -2.23
C 4.38 1.35 -2.37
C 5.12 1.82 -1.30
C 4.50 2.05 -0.08
C 3.14 1.82 0.07
H -5.82 -0.31 -0.39
H -7.14 1.25 0.99
H -6.01 3.05 2.29
H -3.55 3.23 2.19
H -1.45 2.57 1.51
H 2.43 0.74 -3.06
H 4.86 1.17 -3.33
H 6.18 2.00 -1.41
H 5.08 2.41 0.77
H 2.64 1.99 1.01
Se -2.25 -0.90 -3.53
C -0.71 -1.52 -4.33
N 0.24 -1.93 -4.84
C 0.48 -0.47 3.91
C 0.54 -1.18 2.58
C -0.56 -1.89 2.10
C -0.54 -2.47 0.85
C 0.59 -2.37 0.05
C 1.69 -1.68 0.52
C 1.66 -1.09 1.77
S 0.38 -3.04 -1.61
C 2.02 -2.75 -2.26
O 0.24 -4.52 -1.46
H -0.03 -1.08 4.66
H -0.07 0.47 3.82
H 1.48 -0.24 4.27
H -1.46 -1.96 2.71
H -1.42 -2.99 0.47
H 2.58 -1.56 -0.10
H 2.53 -0.54 2.12
H 2.76 -3.28 -1.66
H 2.21 -1.68 -2.31
H 1.99 -3.14 -3.28

---

(5)
This record from OMol25 describes an isolated molecule of C8H7BrClNO2S. The level of theory is ωB97M-V/def2-TZVPD.

Calculated values
2S+1: 3
highest occupied orbital energy (alpha / beta): -7.154 / -9.394 eV
frontier orbital gap (alpha / beta): 6.8 / 6.8 eV

Element x y z (Å)
C 0.20 0.69 2.56
C 0.80 0.30 1.44
C -1.20 0.98 2.72
C -1.95 1.60 1.80
C 1.14 -1.00 -2.07
C 1.13 -0.87 -0.76
C -1.14 -0.79 0.29
C 0.19 -0.02 0.09
N -2.87 2.23 1.27
O -3.70 1.52 0.39
O -3.13 3.45 1.32
S -1.27 -2.00 1.36
Cl -1.64 0.40 4.28
Br -0.14 1.70 -0.84
H 0.88 0.74 3.39
H 1.79 0.03 1.32
H 1.89 -1.80 -2.40
H 0.55 -0.39 -2.61
H 1.63 -1.46 -0.13
H -1.92 -0.52 -0.28
H -4.45 2.16 0.25

---

(6)
This record from OMol25 describes an isolated molecule of C5H7NO. The level of theory is ωB97M-V/def2-TZVPD.

Calculated values
2S+1: 1
highest occupied orbital energy: -9.598 eV
frontier orbital gap: 10.5 eV

Element x y z (Å)
C -1.28 -0.62 0.23
C -1.06 0.84 -0.03
C 0.16 1.36 0.07
C 1.43 0.56 0.27
N 1.40 -0.86 -0.07
C 0.62 -1.51 -0.74
O 0.09 -2.35 -1.37
H -1.77 -0.85 1.16
H -1.86 -1.11 -0.58
H -0.29 -1.04 0.57
H -1.92 1.47 -0.27
H 0.31 2.43 -0.02
H 1.78 0.67 1.31
H 2.21 0.97 -0.36